Version w
Computed, not measured: a molecular structure, C2H3O3, with ωB97M-V/def2-TZVPD.

Structure (XYZ):
```
8
Properties=species:S:1:pos:R:3
C 0.442 1.169 -0.282
C 0.771 0.003 -0.671
O -2.028 -1.676 1.245
O -0.557 -1.245 -0.165
O -1.127 -1.047 0.947
H 1.210 1.828 -0.478
H -0.348 1.457 0.470
H 1.638 -0.488 -1.066
```

As for the HOMO energy (spin up / spin down): -17.478 / -17.478 eV. As for the frontier orbital gap (spin up / spin down): 9.2478 / 9.2492 eV. As for the total charge: +1.

=====

Version x
Computed, not measured: a gas-phase ion, C2H3O3 (charge +1), with ωB97M-V/def2-TZVPD.

Structure (XYZ):
```
8
Properties=species:S:1:pos:R:3
C 0.916 -0.227 -1.292
C 0.471 -0.462 -0.113
O -2.202 1.033 1.943
O -0.512 0.773 0.652
O -1.292 0.381 1.659
H 1.499 -1.006 -1.747
H 0.618 0.781 -1.591
H 0.502 -1.272 0.489
```

As for the HOMO energy (spin up / spin down): -16.926 / -16.922 eV. As for the frontier orbital gap (spin up / spin down): 7.8161 / 7.7856 eV. As for the total charge: +1.

=====

Q: Which of them is the least stable? A: version w.

=====

Version w
Computed, not measured: a single C4H4N2OS molecule, with ωB97M-V/def2-TZVPD.

Structure (XYZ):
```
12
Properties=species:S:1:pos:R:3
N -0.427 -0.103 -2.727
C -0.613 -0.127 -1.498
C -0.581 0.380 -0.123
C -0.523 1.669 0.054
N -0.009 2.617 -0.870
O -1.095 -0.565 0.817
C -0.246 -1.416 1.357
S 1.497 -1.361 1.209
H -0.574 2.210 0.983
H 0.172 2.214 -1.810
H 0.722 3.327 -0.626
H -0.687 -2.095 2.006
```

Its SMILES is N#C/C(=C\N)OC=S. As for the HOMO energy: -8.969 eV. As for the frontier orbital gap: 8.7866 eV.

=====

Version x
Computed, not measured: a single C4H4N2OS molecule, with ωB97M-V/def2-TZVPD.

Structure (XYZ):
```
12
Properties=species:S:1:pos:R:3
H -3.047 -0.580 -0.187
N -2.256 -1.155 -0.264
C -1.175 -0.442 0.004
C 0.146 -0.987 0.085
C 1.102 0.031 0.016
S 2.884 -0.222 -0.174
O 0.964 1.351 -0.109
C -0.419 1.750 -0.050
N -1.336 0.958 -0.071
H 0.476 -1.934 0.276
H 2.993 -1.566 0.341
H -0.332 2.795 0.132
```

Its SMILES is [H]/N=c1/cc(S)ocn1. As for the HOMO energy: -8.712 eV. As for the frontier orbital gap: 9.1821 eV.

=====

Version y
Computed, not measured: a single C4H4N2OS molecule, with ωB97M-V/def2-TZVPD.

Structure (XYZ):
```
12
Properties=species:S:1:pos:R:3
H 0.889 -1.447 2.047
N 0.719 -1.794 1.131
C 0.434 -0.796 0.407
C -0.314 -1.104 -0.868
C -0.762 -1.512 -1.913
N 0.546 0.701 0.392
S 0.475 1.230 2.108
C 0.343 1.574 -0.772
O -0.006 1.149 -1.940
H -1.782 -1.957 -2.378
H -0.872 1.260 2.456
H 0.330 2.694 -0.668
```

Its SMILES is [H]/N=C(/C#C)N(S)C=O. As for the HOMO energy: -9.481 eV. As for the frontier orbital gap: 9.4644 eV.

=====

Q: Which of them is the least stable? A: version y.

=====

Version w
Computed, not measured: 3 unconnected molecules or ions with the total composition C2H2F3NO2, with ωB97M-V/def2-TZVPD.

Structure (XYZ):
```
10
Properties=species:S:1:pos:R:3
C -0.420 1.429 0.850
C -2.972 -0.100 -0.222
N -0.233 0.657 -0.107
O -0.301 1.860 1.943
O 0.394 1.063 -1.303
F -2.974 -1.072 0.797
F -3.832 -0.712 -1.237
F -3.623 1.001 0.210
H -1.364 -0.045 -0.629
H -0.180 1.419 -1.919
```

As for the HOMO energy: -9.968 eV. As for the frontier orbital gap: 8.6794 eV.

=====

Version x
Computed, not measured: a single C2H2F3NO2 molecule, with ωB97M-V/def2-TZVPD.

Structure (XYZ):
```
10
Properties=species:S:1:pos:R:3
N 2.064 -0.442 0.014
O 0.694 -0.660 -0.059
C -0.084 0.394 -0.016
O 0.291 1.514 -0.047
C -1.631 0.003 0.049
F -1.776 -1.301 -0.008
F -2.248 0.554 -1.091
F -2.314 0.501 1.084
H 2.409 -0.166 0.918
H 2.594 -0.396 -0.845
```

Its SMILES is NOC(=O)C(F)(F)F. As for the HOMO energy: -10.263 eV. As for the frontier orbital gap: 10.9640 eV.

=====

Q: Which of them is the least stable? A: version w.

=====

Version w
Computed, not measured: a molecular structure, C19H24N4O3S, with ωB97M-V/def2-TZVPD.

Structure (XYZ):
```
51
Properties=species:S:1:pos:R:3
C 4.144 1.083 -0.954
H 3.160 1.512 -1.553
O 3.992 -0.364 -0.996
C 3.149 -0.974 -0.358
C 2.154 -0.237 0.069
C 1.214 -1.007 0.930
C 1.354 -2.353 1.108
C 2.228 -3.182 0.323
C 3.277 -2.492 -0.326
O 4.227 -3.148 -0.818
C 5.516 -2.908 -0.783
H 5.882 -2.409 0.005
H 5.744 -1.880 -1.846
H 6.127 -3.651 -0.976
O 2.403 -4.495 0.347
C 1.546 -5.231 1.231
H 1.846 -6.116 1.032
H 1.440 -4.948 2.245
H 0.305 -5.194 0.635
H 0.423 -3.000 1.641
N 0.049 -0.460 1.432
C -0.284 0.789 1.577
N -0.347 1.408 0.279
C -0.617 2.856 0.231
H -1.261 3.016 0.825
C -1.787 3.089 -1.077
N -2.539 2.104 -1.160
C -3.916 1.932 -0.376
N -3.938 3.245 0.256
C -5.170 3.465 0.886
C -6.208 2.315 0.970
C -5.880 1.159 0.238
C -4.765 0.985 -0.305
H -4.466 0.146 -0.910
H -6.556 0.424 0.415
H -7.162 2.458 1.647
H -5.372 4.347 1.106
C -1.945 0.724 -1.109
H -2.129 0.351 -2.392
H -2.398 -0.238 -0.616
C -0.485 0.884 -0.906
H 0.032 -0.347 -0.700
H 0.172 1.235 -1.822
H -1.092 3.214 -2.078
H -2.238 3.849 -0.967
H 0.114 3.619 -0.168
S -0.931 1.781 2.784
H -0.290 -0.622 2.398
H 1.973 0.635 0.174
H 4.305 1.349 0.031
H 5.004 1.282 -1.620
```

As for the HOMO energy: -7.237 eV. As for the frontier orbital gap: 7.7259 eV.

=====

Version x
Computed, not measured: a single C19H24N4O3S molecule, with ωB97M-V/def2-TZVPD.

Structure (XYZ):
```
51
Properties=species:S:1:pos:R:3
C 5.371 -0.073 -2.338
O 4.113 -0.148 -1.715
C 3.945 -1.021 -0.677
C 4.959 -1.818 -0.157
C 4.706 -2.664 0.910
C 3.444 -2.725 1.471
C 2.432 -1.938 0.952
C 2.660 -1.088 -0.118
C 1.534 -0.236 -0.643
N 1.022 0.598 0.433
C 1.914 1.664 0.828
C 1.539 2.057 2.252
N 0.122 2.334 2.310
C -0.810 1.857 1.474
O -1.994 2.115 1.637
C -0.336 1.057 0.268
C -0.604 1.932 -0.997
C -1.872 1.480 -1.710
O -1.855 1.001 -2.828
N -2.991 1.671 -0.988
C -4.266 1.139 -1.421
C -4.505 -0.226 -0.846
C -3.726 -1.318 -1.077
S -4.300 -2.672 -0.185
C -5.581 -1.643 0.449
C -6.590 -2.172 1.394
N -5.535 -0.439 0.015
H 5.666 -1.035 -2.769
H 5.259 0.658 -3.137
H 6.146 0.269 -1.644
H 5.953 -1.786 -0.575
H 5.506 -3.275 1.299
H 3.249 -3.384 2.303
H 1.441 -1.969 1.377
H 1.891 0.348 -1.502
H 0.719 -0.881 -0.981
H 1.849 2.541 0.163
H 2.939 1.291 0.810
H 1.786 1.231 2.930
H 2.087 2.948 2.569
H -0.228 2.842 3.111
H -0.973 0.164 0.209
H 0.226 1.827 -1.697
H -0.701 2.984 -0.722
H -2.899 1.924 -0.006
H -4.239 1.086 -2.513
H -5.067 1.804 -1.096
H -2.873 -1.398 -1.719
H -7.278 -1.375 1.663
H -7.145 -2.991 0.939
H -6.106 -2.551 2.294
```

Its SMILES is COc1ccccc1CN1CCNC(=O)[C@H]1CC(=O)NCc1csc(C)n1. As for the HOMO energy: -8.526 eV. As for the frontier orbital gap: 9.1427 eV.

=====

Q: Which of them is the least stable? A: version w.